No. 1
C29H25N10OsS2 as an isolated structure, computed with ωB97M-V/def2-TZVPD.

Structure (XYZ):
```
67
Properties=species:S:1:pos:R:3:forces:R:3:mulliken_charge:R:1
Os 0.455317 0.309133 -0.547802 0.337 0.541 -0.161 0.909
N -2.037339 3.419522 1.178626 -0.061 -0.060 0.033 0.075
C -1.495063 4.172695 2.206407 0.081 0.031 -0.016 0.106
C -2.302547 4.965821 3.015464 0.036 -0.006 -0.051 -0.803
C -1.710025 5.717898 4.005815 0.058 0.021 0.043 -0.556
C -0.315329 5.692692 4.209194 -0.088 0.019 0.014 -0.755
C 0.491216 4.911857 3.420334 -0.027 -0.060 -0.097 -0.635
C -0.101556 4.139511 2.408039 -0.162 0.155 0.080 1.237
S 0.885645 3.209485 1.378830 0.397 -0.261 0.066 -0.126
N -0.124481 2.218360 0.514577 -0.323 -0.336 0.037 -0.176
C -1.419314 2.460749 0.462425 -0.029 0.078 -0.048 0.497
C -2.229789 1.659770 -0.476184 0.147 0.076 0.073 1.062
C -3.564826 1.916074 -0.721263 -0.080 -0.025 -0.049 -0.704
C -4.240252 1.173007 -1.681348 0.055 0.015 0.047 -0.785
C -3.538377 0.202292 -2.365445 0.002 -0.033 -0.041 -0.807
C -2.205070 -0.013777 -2.059386 0.022 0.013 0.043 0.219
N -1.545203 0.689091 -1.126708 -0.046 -0.094 0.048 -0.026
H -3.027994 3.545675 1.023729 0.009 -0.029 0.028 -0.019
H -3.374694 4.993523 2.866387 -0.007 -0.007 -0.003 0.474
H -2.327020 6.339694 4.640612 0.003 0.006 0.003 0.451
H 0.120542 6.293914 4.995149 -0.003 0.006 0.004 0.449
H 1.562352 4.887848 3.572995 0.014 -0.009 -0.007 0.466
H -4.112856 2.690067 -0.202688 -0.002 -0.011 0.004 0.337
H -5.285104 1.361659 -1.885955 -0.002 0.009 -0.011 0.487
H -4.006591 -0.393923 -3.135831 -0.013 -0.002 0.008 0.458
H -1.630537 -0.767188 -2.576053 -0.014 0.003 0.002 0.286
S 0.730434 -1.390708 -2.125609 0.139 0.086 -0.006 -0.348
C 0.390702 -2.767622 -1.178680 -0.148 -0.313 0.232 0.043
N 0.657235 -4.036235 -1.444447 -0.052 0.118 -0.103 -0.717
N 1.046204 -4.450852 -2.619281 0.001 -0.020 -0.071 0.333
C 0.680689 -4.061168 -3.905818 0.090 -0.069 0.219 0.541
C -0.529606 -3.409341 -4.163297 -0.079 0.002 -0.091 0.177
C -0.856739 -3.123998 -5.470556 -0.012 -0.002 0.040 -0.720
C 0.006975 -3.476660 -6.509972 0.005 -0.006 -0.003 -0.529
C 1.195855 -4.149280 -6.246308 0.020 -0.010 0.041 -0.610
C 1.531380 -4.461863 -4.944899 0.003 0.031 -0.116 -0.599
N -0.055202 -2.678246 0.162620 0.204 0.173 -0.187 -0.655
N -0.059247 -1.543823 0.679396 -0.341 -0.243 0.178 0.804
C -0.516552 -1.520086 2.038590 0.130 0.058 -0.180 0.064
C -1.139366 -2.619699 2.626697 -0.075 -0.047 -0.023 -0.302
C -1.550350 -2.532863 3.943339 0.013 0.020 0.018 -0.707
C -1.329163 -1.370371 4.676497 -0.017 -0.037 -0.009 -0.513
C -0.686388 -0.287364 4.092698 0.025 0.010 -0.025 -0.888
C -0.283985 -0.359918 2.769303 0.019 0.005 0.052 0.411
H 1.596405 -5.303581 -2.556302 -0.036 -0.011 0.018 0.319
H -1.221905 -3.206160 -3.357288 0.019 -0.015 -0.018 0.685
H -1.803378 -2.654644 -5.699976 -0.005 0.001 -0.006 0.416
H -0.265910 -3.252290 -7.531928 -0.003 0.008 -0.006 0.426
H 1.849919 -4.439888 -7.056051 -0.002 -0.002 -0.006 0.423
H 2.447285 -4.996295 -4.723849 0.003 -0.003 0.007 0.413
H -1.298332 -3.523744 2.056700 -0.008 0.015 0.004 0.478
H -2.037496 -3.379297 4.406927 -0.011 -0.001 0.003 0.418
H -1.648480 -1.317280 5.708388 0.004 -0.004 0.008 0.430
H -0.482933 0.599964 4.677586 0.003 -0.001 -0.004 0.456
H 0.262306 0.454610 2.313639 0.014 0.039 -0.016 0.267
N 5.402688 1.929872 1.172631 -0.079 -0.065 0.038 -0.397
C 4.634518 0.892879 0.783948 0.238 0.126 0.012 0.320
C 3.299072 1.065566 0.374995 -0.044 -0.008 -0.210 -0.142
N 2.544927 0.041604 -0.029615 -0.009 0.053 0.056 -0.016
C 3.128666 -1.170266 -0.033694 -0.207 -0.012 0.138 0.131
C 4.433387 -1.324400 0.403255 0.104 -0.045 0.025 -0.601
N 5.187686 -0.322039 0.813621 -0.171 -0.024 -0.048 -0.523
H 5.129604 2.884330 1.030790 0.002 0.016 -0.035 0.192
H 6.368772 1.741313 1.388844 0.003 0.002 -0.007 0.264
H 2.877716 2.051600 0.318201 -0.058 0.136 -0.030 0.446
H 2.560653 -2.016482 -0.373382 0.011 -0.001 0.056 0.281
H 4.880852 -2.310726 0.412366 0.004 -0.005 0.004 0.407
```
Forces are in eV/Å.

Summary:
* multiplicity: 5
* molar mass: 768.0 g/mol
* energy: -2553.698305 Ha
* total charge: +3
* HOMO level (spin up / spin down): -15.49 / -15.76 eV
* ⟨S²⟩: 6.074
* frontier orbital gap (spin up / spin down): 6.08 / 4.49 eV

No. 2
A 2-piece molecular cluster, CH9N3Si overall in a non-equilibrium geometry, computed with ωB97M-V/def2-TZVPD.

Structure (XYZ):
```
14
Properties=species:S:1:pos:R:3:forces:R:3:mulliken_charge:R:1
C -2.874965 -0.251117 -0.595759 0.744 -0.363 -1.298 -0.786
N -0.131825 0.881818 -1.017371 0.511 -2.411 0.818 -0.174
N -0.061197 -1.548599 0.602567 2.765 -2.494 0.031 -0.191
N 2.884988 -0.024551 -0.337006 1.951 -0.910 0.374 -0.759
Si -0.955151 -0.376824 -0.147522 -3.866 5.305 1.264 -0.339
H -2.896573 -0.573016 -1.665846 -0.464 0.444 0.264 0.235
H -3.697257 -0.867067 -0.098149 1.488 1.114 -0.192 0.330
H -3.001081 0.886708 -0.554059 -0.190 -1.748 0.081 0.211
H 0.896378 0.868808 -0.970669 -0.549 0.331 -0.446 0.261
H -0.616154 1.356181 -1.739057 0.079 0.566 -0.836 0.242
H 3.824031 0.390887 -0.100606 -1.428 -0.023 -0.009 0.248
H -0.550164 -2.311134 1.024811 -0.389 -0.774 0.319 0.252
H 2.494187 -0.365768 0.572785 0.488 0.148 -1.132 0.238
H 3.254308 -0.863257 -0.862305 -1.140 0.814 0.760 0.232
```
Forces are in eV/Å.

Summary:
* multiplicity: 3
* molar mass: 91.2 g/mol
* energy: -497.119612 Ha
* HOMO level (spin up / spin down): -4.41 / -10.13 eV
* ⟨S²⟩: 2.005
* frontier orbital gap (spin up / spin down): 5.20 / 7.82 eV

No. 3
C21H27NiO2Si as an isolated structure in a non-equilibrium geometry, computed with ωB97M-V/def2-TZVPD.

Structure (XYZ):
```
52
Properties=species:S:1:pos:R:3:forces:R:3:mulliken_charge:R:1
C 1.028984 -2.364009 1.530377 -0.678 -0.735 -1.049 -0.821
C -0.419889 -2.165227 1.400416 1.264 -0.923 0.339 -0.314
C -0.766481 -2.354077 0.046731 0.355 0.102 -0.388 -0.570
H -1.105222 -2.071867 2.239582 0.144 -0.045 -0.266 0.263
C 0.414032 -2.440295 -0.718625 -0.012 -0.419 0.369 0.156
C 1.548724 -2.387751 0.147726 -0.408 -0.897 0.970 -1.175
H 2.592523 -2.598033 -0.117104 -0.598 0.049 0.013 0.535
H 1.554782 -2.705400 2.422095 -0.049 0.381 -0.129 0.597
H -1.784670 -2.479876 -0.333609 0.353 0.408 0.085 0.372
H 0.465007 -2.655717 -1.781961 -0.009 0.304 0.091 0.356
C -1.165280 1.845661 0.136367 0.316 -0.235 -0.027 -0.300
C -1.338602 1.924728 1.499581 -0.088 0.568 0.140 -1.072
C -0.034192 1.707640 2.212321 0.444 0.024 -0.920 0.214
H -2.253171 2.135208 2.053768 0.139 -0.023 -0.253 0.369
C 0.961554 1.394509 1.025505 -0.620 0.748 1.646 -0.250
C 0.171958 1.472796 -0.163539 -0.271 0.612 -0.339 -0.946
H 0.533449 1.227700 -1.149446 0.007 0.239 -0.105 0.637
H -1.921255 2.061927 -0.618238 0.038 -0.369 0.174 0.418
H 0.295170 2.610149 2.761677 -0.070 -0.230 0.149 0.286
H 1.959061 1.819921 1.141043 -0.048 0.196 -0.373 0.518
Ni 1.193145 -0.510952 1.095252 -0.364 0.046 -0.140 -0.064
O -0.304552 -0.105042 -2.954741 -1.107 -0.414 0.050 -0.201
C -1.648527 -0.514777 -3.353113 1.686 -0.109 -0.283 -0.295
C -0.393920 -0.912038 -4.105005 -1.720 -0.352 0.860 -0.157
H -2.083036 -1.285976 -2.712133 0.021 0.421 -0.057 0.136
H -2.293145 0.281670 -3.755082 0.345 -0.430 0.302 0.183
H -0.136834 -1.974494 -4.007730 0.308 0.406 0.086 0.267
H 0.831850 -1.961496 -6.225787 0.274 0.086 -0.149 0.342
C 0.697061 -0.891420 -6.348048 -0.554 0.622 0.615 -0.510
C -0.015433 -0.225589 -5.331119 0.296 0.627 -1.229 0.855
C -0.341564 1.137884 -5.464930 0.591 -0.361 -0.630 -0.557
H -0.987541 1.623353 -4.737224 0.416 -0.041 0.005 0.228
C 0.153067 1.852355 -6.557763 -0.377 -0.387 -0.053 -0.527
H -0.098632 2.917438 -6.622634 0.256 -0.430 -0.192 0.335
C 0.868752 1.187709 -7.568478 0.009 -0.222 0.547 -0.393
H 1.208579 1.751310 -8.428102 0.047 -0.074 -0.026 0.358
C 1.139303 -0.189616 -7.463941 -0.452 0.456 -0.216 -0.436
H 1.624780 -0.722304 -8.285086 -0.004 0.252 0.293 0.342
C -1.172883 1.647537 5.458843 -0.087 0.044 0.786 -1.055
Si -0.031555 0.345057 4.764315 0.230 0.878 -2.411 0.212
C 1.783669 0.557893 5.172786 0.090 0.011 0.586 -0.994
C -0.555267 -1.406445 5.044922 -0.193 -0.348 0.418 -0.998
O -0.175179 0.602666 3.130434 0.116 -0.559 0.671 -0.098
H -1.178361 1.624508 6.557180 -0.161 0.219 -0.083 0.369
H -2.198303 1.475540 5.098018 0.309 -0.024 0.084 0.256
H -0.866423 2.651517 5.124628 -0.008 -0.345 0.098 0.280
H 1.957680 0.452331 6.253519 0.151 0.056 -0.135 0.386
H 2.371020 -0.213651 4.654815 -0.217 0.164 0.061 0.258
H 2.161067 1.538944 4.853383 -0.148 -0.197 0.063 0.292
H -1.596083 -1.567623 4.754103 0.017 0.082 0.000 0.282
H 0.051350 -2.106594 4.463427 0.042 0.189 -0.022 0.251
H -0.459266 -1.683582 6.101228 -0.021 -0.021 -0.027 0.379
```
Forces are in eV/Å.

Summary:
* multiplicity: 3
* molar mass: 398.2 g/mol
* energy: -2764.592165 Ha
* total charge: -1
* HOMO level (spin up / spin down): -1.58 / -2.99 eV
* ⟨S²⟩: 2.025
* frontier orbital gap (spin up / spin down): 4.33 / 5.73 eV